Entry 1:
ORCA calculation (ωB97M-V/def2-TZVPD) on one molecule with the formula C6H10 at a distorted geometry.

Geometry as XYZ:
```
16
Properties=species:S:1:pos:R:3:forces:R:3:lowdin_charge:R:1
C -1.46413 -0.64934 1.08844 -1.3 -0.6 -0.2 -0.068
C -0.05025 -0.51874 0.60150 0.0 -1.5 -1.4 -0.333
C 0.60834 -1.66254 0.25005 -1.6 2.2 0.2 0.056
C 1.04772 1.67537 0.54023 0.6 -0.6 1.2 0.046
C 0.40549 0.70266 -0.10014 1.1 0.6 -0.3 -0.363
C 0.22821 0.69222 -1.62637 0.1 0.0 1.1 -0.047
H -2.21038 -0.00428 0.60139 0.6 0.2 -0.1 0.083
H -1.75668 -1.65927 0.77686 -0.3 0.1 0.4 0.065
H -1.72855 -0.57397 2.14782 0.7 0.1 0.1 0.077
H 1.51144 -1.52740 -0.32231 0.2 -0.6 0.0 0.065
H -0.04680 -2.52286 0.21978 0.9 -0.7 0.4 0.060
H 1.69856 2.44004 0.13890 -0.6 0.3 -0.6 0.058
H 1.15748 1.57704 1.62769 -0.1 0.1 -0.3 0.067
H 0.55461 1.67521 -1.96592 -0.8 0.1 -0.4 0.073
H 0.85320 -0.01279 -2.17514 0.1 -0.3 0.4 0.072
H -0.80827 0.36865 -1.80278 0.2 0.7 -0.4 0.086
```
Forces are in eV/Å.

Calculated values
Calculated total energy, Ha: -234.53370
LUMO level, eV: 1.005
Frontier orbital gap, Ha: 0.3712
Spin multiplicity: 1
Energy above the lowest of the compared OMol25 structures with the same formula, charge and spin, eV: 1.873
Total charge: 0

Entry 2:
ORCA calculation (ωB97M-V/def2-TZVPD) on C6H10 as an isolated structure at a distorted geometry.

Geometry as XYZ:
```
16
Properties=species:S:1:pos:R:3:forces:R:3:lowdin_charge:R:1
C -0.48410 0.87273 -1.53502 4.3 4.0 0.9 -0.086
C -0.35555 -0.47776 -0.77597 -0.1 1.7 -0.8 -0.339
C 1.05283 -0.67697 -0.09965 -0.2 -0.8 0.2 -0.208
C 0.73970 -0.44515 1.37873 2.5 4.7 0.1 -0.199
C -0.69576 -0.23704 1.56507 -0.9 -0.4 -0.8 -0.144
C -1.31287 -0.21602 0.37411 0.1 -1.2 1.1 -0.112
H -1.28916 1.66078 -1.40092 0.6 -1.6 0.5 0.074
H -0.17740 1.04840 -2.54409 -0.2 -1.2 -1.2 0.016
H 0.68976 1.59359 -1.15841 -3.6 -1.8 -0.5 0.169
H -0.58597 -1.34107 -1.43226 -0.2 0.5 0.4 0.132
H 1.44717 -1.67790 -0.30074 -0.5 -0.3 0.3 0.097
H 1.95260 -0.08259 -0.36225 -1.2 0.2 -0.5 0.099
H 1.16135 0.98811 1.45840 -0.7 -3.9 0.5 0.199
H 1.35636 -1.01049 2.07865 -0.3 0.3 0.1 0.089
H -1.13228 -0.01997 2.53716 0.0 0.0 -0.3 0.103
H -2.36669 0.02136 0.21718 0.4 -0.1 0.0 0.109
```
Forces are in eV/Å.

Calculated values
Calculated total energy, Ha: -234.47005
LUMO level, eV: 0.966
Frontier orbital gap, Ha: 0.3485
Spin multiplicity: 1
Energy above the lowest of the compared OMol25 structures with the same formula, charge and spin, eV: 3.604
Total charge: 0

Entry 3:
ORCA calculation (ωB97M-V/def2-TZVPD) on one molecule with the formula C6H10.

Geometry as XYZ:
```
16
Properties=species:S:1:pos:R:3:forces:R:3:lowdin_charge:R:1
C 1.37663 0.91379 0.87042 0.0 0.0 0.0 -0.073
C 0.39951 -0.25211 0.75880 0.1 0.0 0.1 -0.322
C -1.11434 0.12125 0.71918 -0.1 0.1 0.1 -0.115
C -1.24321 -0.61288 -0.61320 -0.3 -0.1 0.0 -0.220
C -0.29292 -0.05981 -1.63330 0.0 0.1 -0.1 -0.092
C 0.22855 -0.98381 -0.58191 0.2 -0.2 0.0 -0.203
H 1.45144 1.26013 1.90861 0.0 -0.1 -0.2 0.075
H 2.38188 0.64488 0.52924 -0.1 0.0 0.1 0.077
H 1.03755 1.76991 0.27505 0.1 -0.2 0.0 0.068
H 0.60560 -0.99488 1.53635 -0.1 0.2 0.0 0.132
H -1.69725 -0.33061 1.52678 0.1 0.0 -0.1 0.106
H -1.33299 1.19651 0.69028 0.0 -0.2 0.0 0.108
H -2.08659 -1.23082 -0.90528 0.2 0.1 0.0 0.126
H -0.00564 0.99059 -1.62535 -0.1 -0.1 0.0 0.100
H -0.38339 -0.48828 -2.62833 0.0 0.1 0.2 0.103
H 0.67518 -1.94385 -0.82732 0.0 0.2 0.0 0.129
```
Forces are in eV/Å.

Calculated values
Calculated total energy, Ha: -234.55442
LUMO level, eV: 1.248
Frontier orbital gap, Ha: 0.3964
Spin multiplicity: 1
Energy above the lowest of the compared OMol25 structures with the same formula, charge and spin, eV: 1.309
Total charge: 0

Entry 4:
ORCA calculation (ωB97M-V/def2-TZVPD) on one molecule with the formula C6H10.

Geometry as XYZ:
```
16
Properties=species:S:1:pos:R:3:forces:R:3:lowdin_charge:R:1
C -1.77378 0.83575 0.26214 -0.1 0.0 0.0 -0.080
C -0.67043 0.07220 -0.48623 0.0 0.0 0.0 -0.366
C 0.71140 0.78594 -0.47277 0.0 0.1 0.0 -0.151
C 1.74596 -0.22099 0.09171 0.1 0.0 0.0 -0.187
C 0.91143 -1.42135 0.46282 -0.1 0.0 0.0 -0.100
C -0.36939 -1.27198 0.13687 0.1 0.0 0.0 -0.087
H -1.70844 0.66455 1.34298 0.1 0.1 -0.1 0.080
H -2.77121 0.52665 -0.06560 0.1 0.0 0.1 0.071
H -1.69574 1.91376 0.08646 0.0 -0.1 0.0 0.071
H -1.00256 -0.07114 -1.52437 0.0 0.0 0.1 0.130
H 0.98713 1.11973 -1.47876 0.0 -0.1 0.2 0.105
H 0.66764 1.68509 0.15141 0.0 -0.1 -0.1 0.103
H 2.29223 0.18105 0.95555 -0.1 -0.1 -0.1 0.103
H 2.50863 -0.48785 -0.65202 -0.1 0.0 0.1 0.104
H 1.33848 -2.30566 0.93025 -0.1 0.1 -0.1 0.098
H -1.14560 -2.01602 0.30176 0.1 0.1 0.0 0.106
```
Forces are in eV/Å.

Calculated values
Calculated total energy, Ha: -234.59599
LUMO level, eV: 1.237
Frontier orbital gap, Ha: 0.3790
Spin multiplicity: 1
Energy above the lowest of the compared OMol25 structures with the same formula, charge and spin, eV: 0.177
Total charge: 0

Entry 5:
ORCA calculation (ωB97M-V/def2-TZVPD) on one molecule with the formula C6H10 at a distorted geometry.

Geometry as XYZ:
```
16
Properties=species:S:1:pos:R:3:forces:R:3:lowdin_charge:R:1
C -0.08767 2.24108 -0.62572 0.0 0.0 0.0 -0.119
C -0.08134 0.71442 -0.65970 0.0 0.0 -0.1 -0.282
C 0.78860 0.07595 0.41863 0.0 0.0 -0.1 -0.218
C 0.73293 -1.46825 0.37361 0.0 -0.2 -0.3 -0.220
C -0.52379 -2.00619 0.85971 -0.6 -0.1 0.5 -0.169
C -1.65369 -2.39605 0.97663 0.2 0.0 -0.3 0.099
H -0.47839 2.61844 0.32660 0.1 -0.1 -0.1 0.073
H -0.71622 2.64662 -1.42579 0.1 0.0 0.1 0.068
H 0.92177 2.64859 -0.75626 -0.1 -0.1 0.0 0.071
H -1.10524 0.33606 -0.55003 0.1 0.1 0.0 0.106
H 0.28075 0.36819 -1.63597 -0.1 0.1 0.1 0.110
H 1.82526 0.42051 0.31480 -0.1 -0.1 -0.1 0.111
H 0.45070 0.42640 1.40570 0.1 -0.2 -0.2 0.118
H 0.64661 -1.92701 -0.62425 0.7 0.8 -0.4 0.123
H 1.62843 -1.91933 0.79431 -0.1 0.0 0.4 0.108
H -2.62872 -2.77943 0.80773 -0.2 0.0 0.4 0.021
```
Forces are in eV/Å.

Calculated values
Calculated total energy, Ha: -234.53772
LUMO level, eV: 1.146
Frontier orbital gap, Ha: 0.4014
Spin multiplicity: 1
Energy above the lowest of the compared OMol25 structures with the same formula, charge and spin, eV: 1.763
Total charge: 0

Entry 6:
ORCA calculation (ωB97M-V/def2-TZVPD) on one molecule with the formula C6H10.

Geometry as XYZ:
```
16
Properties=species:S:1:pos:R:3:forces:R:3:lowdin_charge:R:1
C 1.73013 0.53240 -1.46944 0.1 0.0 0.0 -0.126
C 0.30113 0.04565 -1.25854 -0.1 0.0 0.0 -0.277
C 0.10857 -0.81217 -0.01198 0.0 -0.2 -0.4 -0.229
C 0.85690 0.02064 1.36804 -0.7 0.0 0.3 0.064
C -0.39687 0.00062 1.50267 0.5 0.1 0.0 -0.261
C -1.81450 0.16271 1.86266 0.0 0.0 0.0 -0.073
H 2.04848 1.16859 -0.64006 0.0 -0.1 -0.1 0.057
H 1.81502 1.09681 -2.40426 0.0 -0.1 0.1 0.069
H 2.42586 -0.31354 -1.51810 -0.1 0.1 0.0 0.077
H -0.02078 -0.55057 -2.12389 0.0 0.1 0.1 0.107
H -0.38174 0.90381 -1.19984 0.1 -0.1 0.0 0.111
H -0.90576 -1.24006 -0.03065 0.1 0.1 0.1 0.115
H 0.77076 -1.68023 0.01344 -0.1 0.2 0.0 0.107
H -2.29956 -0.79097 2.09895 0.1 0.1 -0.1 0.085
H -1.86292 0.80016 2.75001 0.0 -0.1 -0.1 0.088
H -2.37475 0.65615 1.06099 0.1 -0.1 0.1 0.086
```
Forces are in eV/Å.

Calculated values
Calculated total energy, Ha: -234.46705
LUMO level, eV: 0.922
Frontier orbital gap, Ha: 0.3849
Spin multiplicity: 1
Energy above the lowest of the compared OMol25 structures with the same formula, charge and spin, eV: 3.686
Total charge: 0

Entry 7:
ORCA calculation (ωB97M-V/def2-TZVPD) on a 2-piece molecular cluster, C6H10 overall at a distorted geometry.

Geometry as XYZ:
```
16
Properties=species:S:1:pos:R:3:forces:R:3:lowdin_charge:R:1
C -1.73139 0.23522 0.49318 -0.1 0.2 0.0 -0.037
C -0.59367 1.04336 -0.17511 0.0 0.0 -0.2 -0.282
C 0.86368 0.95967 -0.23304 0.4 -0.6 -1.4 -0.141
C 1.37133 -0.21919 0.56337 0.1 0.0 -0.3 -0.208
C 0.27188 -1.24654 0.22604 0.0 -0.1 -0.1 -0.175
C -0.83732 -0.42828 -0.48192 0.1 -0.2 -0.5 -0.294
H -1.73678 -0.08894 1.53970 0.1 -0.1 -0.4 0.105
H -2.67309 0.66943 0.17311 0.1 -0.1 0.1 0.099
H -1.00353 1.78449 -0.86015 0.0 -0.4 -0.1 0.131
H 0.78202 0.18790 -1.77895 1.5 2.0 2.3 0.175
H 1.45427 1.87462 -0.30442 0.0 -0.3 -0.1 0.094
H 1.49791 -0.03778 1.64422 -0.2 0.2 -0.4 0.114
H 2.34397 -0.51495 0.17384 0.0 -0.1 0.2 0.099
H -0.10153 -1.78760 1.10295 0.0 0.1 -0.2 0.106
H 0.65202 -1.98426 -0.48294 0.0 0.0 0.1 0.101
H -0.55980 -0.44714 -1.59987 -2.1 -0.6 1.0 0.113
```
Forces are in eV/Å.

Calculated values
Calculated total energy, Ha: -234.41802
LUMO level, eV: 0.787
Frontier orbital gap, Ha: 0.3345
Spin multiplicity: 1
Energy above the lowest of the compared OMol25 structures with the same formula, charge and spin, eV: 5.020
Total charge: 0

Entry 8:
ORCA calculation (ωB97M-V/def2-TZVPD) on one molecule with the formula C6H10.

Geometry as XYZ:
```
16
Properties=species:S:1:pos:R:3:forces:R:3:lowdin_charge:R:1
C 1.13588 -1.07658 -0.46584 0.3 0.0 0.1 -0.136
C 0.48991 -0.64471 -1.72971 -0.1 0.0 -0.1 -0.076
C -0.06074 -0.17873 -0.38953 0.4 -0.1 0.2 -0.406
C -0.05838 1.30620 -0.02625 0.2 0.0 0.0 -0.130
C -0.84366 0.96734 1.26449 -0.2 0.1 0.1 -0.162
C -0.85983 -0.53539 0.89482 -0.2 -0.1 0.0 -0.117
H 2.08020 -0.72582 -0.07068 0.3 -0.1 -0.4 0.108
H 0.82373 -2.07477 -0.14738 0.5 0.2 0.0 0.108
H 0.07134 -1.36060 -2.43272 -0.1 0.1 0.3 0.095
H 1.03272 0.18045 -2.19524 -0.4 -0.1 -0.2 0.104
H -0.62540 1.96281 -0.70519 0.2 -0.4 0.1 0.109
H 0.94449 1.73382 0.08326 -0.1 0.1 0.2 0.108
H -1.84712 1.39318 1.29505 0.1 0.2 0.1 0.098
H -0.30831 1.20951 2.18843 -0.2 -0.1 -0.1 0.101
H -1.80851 -1.07635 0.88467 -0.1 0.3 -0.2 0.101
H -0.16634 -1.08036 1.55183 -0.5 0.0 -0.2 0.099
```
Forces are in eV/Å.

Calculated values
Calculated total energy, Ha: -234.52065
LUMO level, eV: 1.232
Frontier orbital gap, Ha: 0.3817
Spin multiplicity: 1
Energy above the lowest of the compared OMol25 structures with the same formula, charge and spin, eV: 2.228
Total charge: 0

Entry 9:
ORCA calculation (ωB97M-V/def2-TZVPD) on one molecule with the formula C6H10.

Geometry as XYZ:
```
16
Properties=species:S:1:pos:R:3:forces:R:3:lowdin_charge:R:1
C 0.65342 -0.31095 -1.42176 0.0 -0.1 -0.1 -0.059
C 0.06417 0.05328 -0.04952 -0.1 0.0 0.0 -0.626
C 0.15236 -1.13255 0.93202 0.1 -0.1 0.1 -0.062
C 0.81765 1.28126 0.48648 0.0 0.0 0.1 -0.058
C -1.39188 0.29583 -0.12738 -0.5 0.0 0.0 -0.116
C -2.59277 0.29030 -0.02054 0.4 0.0 -0.1 0.126
H 0.13728 -1.16289 -1.87447 0.0 0.1 0.1 0.085
H 1.71324 -0.56911 -1.30586 -0.2 0.0 0.0 0.085
H 0.59042 0.53682 -2.11400 0.0 -0.1 0.1 0.085
H -0.30591 -0.84826 1.88527 0.2 -0.1 -0.1 0.087
H -0.42490 -1.97339 0.53314 0.2 0.1 0.1 0.087
H 1.18115 -1.46051 1.11469 -0.1 0.1 -0.1 0.084
H 1.87746 1.02896 0.61424 -0.2 0.0 0.0 0.085
H 0.75685 2.11910 -0.21795 -0.1 -0.2 0.1 0.085
H 0.42207 1.61333 1.45096 0.0 -0.1 -0.1 0.085
H -3.65060 0.23877 0.11469 0.2 0.2 -0.1 0.025
```
Forces are in eV/Å.

Calculated values
Calculated total energy, Ha: -234.55008
LUMO level, eV: 0.938
Frontier orbital gap, Ha: 0.3980
Spin multiplicity: 1
Energy above the lowest of the compared OMol25 structures with the same formula, charge and spin, eV: 1.427
Total charge: 0

Entry 10:
ORCA calculation (ωB97M-V/def2-TZVPD) on one molecule with the formula C6H10.

Geometry as XYZ:
```
16
Properties=species:S:1:pos:R:3:forces:R:3:lowdin_charge:R:1
C 3.04993 0.72900 -0.26941 0.1 0.1 0.0 -0.114
C 1.67183 0.26692 -0.07762 -0.5 -0.3 0.1 -0.074
C 0.54267 -0.12522 0.09184 0.4 0.2 -0.1 -0.025
C -0.84603 -0.56167 0.33748 0.0 0.0 0.0 -0.444
C -1.54272 -1.03138 -0.94765 0.0 0.0 -0.1 -0.084
C -1.64394 0.55646 1.02385 -0.1 0.1 0.0 -0.085
H 3.62319 0.67474 0.66143 -0.1 0.0 -0.1 0.074
H 3.57867 0.12713 -1.01615 -0.2 0.1 0.1 0.075
H 3.06093 1.77324 -0.59904 0.0 -0.2 0.0 0.074
H -0.81747 -1.41995 1.02396 0.1 0.1 -0.1 0.133
H -1.68315 -0.20008 -1.64724 0.1 -0.1 0.1 0.081
H -2.53060 -1.44100 -0.70746 0.1 0.1 0.0 0.076
H -0.96541 -1.81006 -1.45534 -0.1 0.1 0.1 0.077
H -1.76092 1.41526 0.35365 0.0 -0.1 0.1 0.082
H -2.64298 0.20003 1.29865 0.1 0.0 -0.1 0.076
H -1.13868 0.90149 1.93102 -0.1 -0.1 -0.1 0.078
```
Forces are in eV/Å.

Calculated values
Calculated total energy, Ha: -234.55906
LUMO level, eV: 1.071
Frontier orbital gap, Ha: 0.3836
Spin multiplicity: 1
Energy above the lowest of the compared OMol25 structures with the same formula, charge and spin, eV: 1.182
Total charge: 0

Entry 11:
ORCA calculation (ωB97M-V/def2-TZVPD) on one molecule with the formula C6H10 at a distorted geometry.

Geometry as XYZ:
```
16
Properties=species:S:1:pos:R:3:forces:R:3:lowdin_charge:R:1
C -0.61102 0.60239 -1.51825 0.0 0.3 -0.3 -0.096
C 0.18640 0.05309 -0.37320 0.1 0.8 -0.2 -0.419
C 1.69605 0.05197 -0.45268 0.2 0.4 -0.1 -0.084
C -1.19137 -1.27439 1.75494 -0.4 -0.4 0.6 -0.027
C -0.78017 -0.06354 1.56138 -0.7 -0.4 1.2 -0.197
C -0.26515 0.95523 0.97713 0.6 -1.6 -0.3 -0.016
H -0.36178 0.14423 -2.47974 0.0 0.1 0.0 0.079
H -0.43333 1.67437 -1.52691 -0.2 0.2 -0.5 0.078
H -1.67444 0.42517 -1.30967 0.2 0.1 -0.1 0.086
H -0.07836 -1.02788 -0.32531 -0.1 1.1 0.7 0.117
H 2.12651 -0.53531 0.37168 -0.1 0.3 -0.2 0.085
H 2.05036 -0.38979 -1.39123 -0.1 0.1 0.1 0.081
H 2.03663 1.08002 -0.36784 0.5 0.1 -0.1 0.075
H -2.24304 -1.43540 1.85640 -0.4 -0.5 -0.1 0.051
H -0.48578 -2.08663 1.62129 -0.1 -0.1 0.7 0.071
H 0.02850 1.82648 1.60200 0.5 -0.5 -1.4 0.117
```
Forces are in eV/Å.

Calculated values
Calculated total energy, Ha: -234.47759
LUMO level, eV: 1.037
Frontier orbital gap, Ha: 0.3467
Spin multiplicity: 1
Energy above the lowest of the compared OMol25 structures with the same formula, charge and spin, eV: 3.399
Total charge: 0

Entry 12:
ORCA calculation (ωB97M-V/def2-TZVPD) on one molecule with the formula C6H10.

Geometry as XYZ:
```
16
Properties=species:S:1:pos:R:3:forces:R:3:lowdin_charge:R:1
C -1.44787 0.48952 0.46199 -0.2 0.1 0.2 -0.088
C -0.48254 0.87656 -0.61407 -0.1 0.0 -0.3 -0.285
C 0.97197 0.97070 -0.29304 -0.1 0.1 0.1 -0.189
C 1.31538 -0.33042 0.45782 -0.4 -0.3 0.0 -0.145
C 0.16187 -1.41682 0.04781 0.5 0.5 0.1 -0.123
C -0.97280 -0.54728 -0.51361 0.2 0.2 -0.3 -0.246
H -1.10243 0.36525 1.48763 -0.1 0.1 -0.2 0.107
H -2.44396 0.90330 0.37093 0.0 -0.1 0.0 0.098
H -0.82133 1.60467 -1.34577 -0.3 -0.4 -0.1 0.134
H 1.56869 1.08354 -1.21100 -0.2 -0.1 0.2 0.111
H 1.02336 1.90438 0.27554 0.9 -0.2 0.3 0.111
H 1.16117 -0.17297 1.53044 0.1 0.0 -0.1 0.089
H 2.39694 -0.55003 0.36339 -0.7 -0.5 -0.2 0.101
H -0.12102 -1.90775 0.99225 -0.1 0.1 -0.3 0.095
H 0.34866 -2.25824 -0.64756 0.6 0.7 0.2 0.100
H -1.60758 -0.89175 -1.32677 0.0 -0.3 0.5 0.128
```
Forces are in eV/Å.

Calculated values
Calculated total energy, Ha: -234.57138
LUMO level, eV: 1.238
Frontier orbital gap, Ha: 0.4022
Spin multiplicity: 1
Energy above the lowest of the compared OMol25 structures with the same formula, charge and spin, eV: 0.847
Total charge: 0

> total charge of number 9 (C6H10)?

0